No. 1
A 15-piece molecular cluster, C20H70N8O15 overall in a non-equilibrium geometry. Source: OMol25; level of theory: ωB97M-V with the def2-TZVPD basis set.

Results
- frontier orbital gap (Eh) = 0.27442
- charge = 0
- E_HOMO (Ha) = -0.274
- ΔE to the lowest compared entry with this formula, charge and spin (kJ/mol) = 399.0
- calculated total energy (Ha) = -2370.356694

XYZ file:
```
113
Properties=species:S:1:pos:R:3:forces:R:3:lowdin_charge:R:1
C 18.27945 -11.71467 -3.30135 -0.5 3.0 1.9 -0.059
C 16.78747 -11.49915 -3.48154 0.9 0.5 -1.4 -0.330
O 16.31811 -12.76189 -3.69147 -2.1 -3.4 0.3 -0.124
H 18.71215 -10.84242 -2.77861 0.2 -0.5 0.0 0.076
H 18.66418 -11.68886 -4.24158 1.5 -0.1 -2.8 0.035
H 18.58553 -12.63227 -2.86977 -0.2 -0.9 0.8 0.075
H 16.53923 -11.13347 -4.48551 0.5 2.0 0.6 0.114
H 16.31194 -10.91360 -2.66222 -0.1 -0.7 -0.6 0.085
H 16.23035 -12.99615 -4.64645 0.1 0.3 1.5 0.062
C 12.40330 -10.80872 -1.88694 -2.7 1.8 -0.7 -0.054
C 13.10355 -11.53700 -2.93357 0.2 -2.0 -1.6 -0.320
O 12.95866 -11.02820 -4.23961 -0.3 2.1 -0.7 -0.107
H 12.75999 -9.78017 -1.90073 -0.4 0.3 0.1 0.052
H 12.48105 -11.15494 -0.89409 0.4 -1.0 1.1 0.056
H 11.23428 -10.85258 -2.04970 2.3 0.2 0.1 0.105
H 12.64896 -12.48553 -3.05807 -0.1 -1.5 0.7 0.075
H 14.15221 -11.69368 -2.80823 0.9 -0.1 0.9 0.087
H 13.40640 -11.59085 -4.89767 0.1 -0.2 0.3 0.036
C 11.58892 -10.73761 -7.28530 -0.1 0.6 0.2 -0.047
C 10.99066 -9.61575 -8.20650 1.4 -3.4 -0.9 -0.242
O 11.97399 -8.88213 -8.88804 2.6 0.5 0.9 -0.079
H 11.93341 -10.35206 -6.32411 0.3 0.6 -0.3 0.043
H 12.36520 -11.35098 -7.71952 0.4 0.2 -0.4 0.065
H 10.92607 -11.49657 -6.87692 -1.0 0.2 -0.7 0.055
H 10.41545 -9.00805 -7.62763 -1.9 1.7 1.5 0.077
H 10.52302 -10.01393 -9.08548 -1.6 -1.0 0.3 0.107
H 11.56292 -8.31909 -9.52498 -0.3 0.5 -0.5 0.084
C 9.98491 -12.60446 -4.46905 -0.7 -0.9 1.9 -0.086
C 10.72132 -13.72175 -5.11064 1.5 -0.9 -1.5 -0.291
O 10.82239 -14.87881 -4.27187 -0.5 -0.4 0.0 -0.122
H 9.13226 -13.07670 -3.91125 0.4 0.5 -0.6 0.097
H 9.58448 -11.97737 -5.22545 -0.3 0.8 -0.5 0.055
H 10.51989 -12.03120 -3.70381 0.2 -0.1 -0.5 0.061
H 11.77430 -13.53749 -5.45459 -0.9 0.7 0.2 0.102
H 10.16744 -14.04009 -6.00677 0.0 0.2 0.0 0.119
H 11.22196 -15.57004 -4.81090 0.0 0.0 0.2 0.096
C 16.90851 -9.18991 -0.51312 1.5 -1.8 0.8 -0.075
C 15.42241 -9.29240 -0.76155 0.0 -0.5 1.5 -0.319
O 14.80557 -8.48525 0.23233 -0.8 -0.8 0.2 -0.084
H 17.14228 -8.15569 -0.81679 0.8 -0.6 0.2 0.080
H 17.50478 -10.00798 -1.07604 -0.8 1.7 0.5 0.067
H 17.20254 -9.38001 0.61805 -0.9 0.6 -2.2 0.122
H 14.97635 -10.28713 -0.63572 0.3 0.1 0.0 0.103
H 15.13968 -8.97407 -1.74167 0.0 0.2 -0.8 0.074
H 14.97960 -7.56920 0.09467 0.2 1.0 -0.2 0.084
C 15.33928 -13.04073 -6.50324 -6.1 1.6 0.7 -0.596
O 14.05892 -12.73450 -6.09422 5.8 -1.8 -1.6 -0.088
N 16.00042 -14.14039 -6.22032 1.0 -3.3 1.1 0.168
N 16.02059 -12.25562 -7.27124 0.4 4.2 -2.2 0.193
H 15.47789 -14.81680 -5.68624 0.2 -0.5 0.2 0.080
H 16.85541 -14.51444 -6.70960 -1.7 1.0 0.7 0.169
H 15.59406 -11.36564 -7.62893 0.1 -1.1 0.3 0.102
H 17.00429 -12.35909 -7.43743 0.0 -0.3 0.0 0.121
C 12.51949 -7.70381 -4.03749 -6.0 -3.8 -4.7 -0.677
O 11.53653 -8.33809 -4.74129 4.7 2.5 3.1 -0.075
N 12.39691 -6.47842 -3.72507 -2.5 6.7 1.8 0.158
N 13.66611 -8.18942 -3.71632 2.7 -4.7 -0.2 0.189
H 11.46031 -6.02575 -3.79845 1.3 -0.8 -0.2 0.152
H 13.02295 -6.03211 -3.04795 -0.4 -0.4 -0.6 0.121
H 13.64196 -9.20529 -3.86386 0.4 0.0 -0.2 0.091
H 14.35898 -7.87095 -3.07461 -0.3 0.8 0.2 0.091
C 10.57361 -13.64856 -1.01488 2.7 3.2 8.6 -0.613
O 10.92441 -12.93798 0.17269 -2.0 -2.7 -5.7 -0.167
N 9.33924 -14.00613 -1.18264 -5.4 0.8 0.8 0.154
N 11.48884 -14.19926 -1.71561 4.2 -0.2 -1.8 0.169
H 8.62314 -13.54974 -0.56111 1.5 -0.7 -0.9 0.139
H 8.93971 -14.67433 -1.82268 0.7 0.1 -0.2 0.106
H 12.50764 -13.91686 -1.49339 -2.1 -0.5 -0.1 0.073
H 11.27975 -14.53825 -2.64681 0.0 -0.1 0.1 0.048
C 15.05152 -13.06170 -0.08443 -6.3 -3.8 -4.7 -0.604
O 13.90881 -13.65258 -0.71104 6.3 2.9 3.2 -0.138
N 15.10184 -12.86978 1.16778 -2.9 0.0 7.1 0.162
N 16.13445 -12.80300 -0.71410 3.2 1.0 -3.6 0.194
H 14.19414 -13.26580 1.58412 1.9 1.3 -0.3 0.176
H 15.77222 -12.34944 1.82500 -1.4 -1.2 -2.1 0.169
H 16.17325 -12.90916 -1.73747 -0.1 -0.2 0.8 0.091
H 16.92232 -12.39389 -0.21609 -0.3 -0.3 -0.4 0.127
C 9.60685 -10.46655 0.61096 -0.6 -0.6 -0.6 -0.195
O 9.17579 -9.15093 0.66128 -0.7 2.7 0.0 -0.138
H 8.72760 -11.11398 0.56416 0.1 -0.4 0.5 0.072
H 10.31710 -10.75601 1.39511 -0.4 0.2 -0.2 0.072
H 10.03756 -10.54623 -0.34572 1.2 -0.9 -0.9 0.025
H 9.07109 -8.76397 -0.24752 0.3 -0.8 1.2 0.083
C 8.76019 -9.65286 -3.68567 0.8 -0.6 -1.6 -0.189
O 9.54666 -9.06540 -2.76337 1.6 1.8 2.9 -0.122
H 9.26441 -9.59848 -4.65539 -0.2 -0.3 -0.3 0.075
H 7.87787 -9.08390 -3.75855 -1.4 0.4 0.0 0.075
H 8.60592 -10.65768 -3.37727 -0.8 -1.2 -0.2 0.060
H 10.39625 -9.51634 -2.64996 -0.4 0.2 -0.5 0.027
C 14.70333 -9.31844 -6.90583 -0.2 3.6 2.4 -0.235
O 14.53524 -9.89824 -8.06599 -0.3 -3.2 -5.1 -0.128
H 14.92344 -8.26345 -7.11042 0.1 0.4 0.6 0.094
H 15.52470 -9.67406 -6.29985 0.2 -0.7 0.1 0.073
H 13.76177 -9.35394 -6.42132 -0.6 0.1 1.6 0.052
H 13.63975 -9.71485 -8.45611 1.0 0.0 0.5 0.085
C 12.55589 -9.14605 2.52396 -0.7 -0.1 1.2 -0.182
O 12.84832 -9.97014 1.46513 -0.9 -2.0 -0.6 -0.128
H 11.55750 -9.40097 3.00639 1.1 0.6 -1.0 0.113
H 12.68637 -8.14222 2.18181 -0.8 1.2 0.1 0.065
H 13.30564 -9.26004 3.28311 0.5 -0.2 0.9 0.061
H 13.56400 -9.57914 0.99047 0.7 0.5 -0.5 0.003
C 14.02647 -15.12043 -3.82052 -1.5 -3.9 3.5 -0.139
O 14.98835 -16.14121 -4.10141 1.1 0.2 -1.4 -0.125
H 13.33097 -15.66366 -3.11292 0.2 1.1 -0.6 0.108
H 13.44302 -14.66947 -4.54916 -0.6 0.1 -2.4 0.029
H 14.41696 -14.34969 -3.25363 1.4 1.5 1.2 0.032
H 14.81250 -17.02143 -3.72847 -0.4 1.0 -0.1 0.093
C 11.66646 -7.51694 -0.78402 1.6 -0.6 -0.2 -0.181
O 10.77289 -6.46665 -0.70600 -1.6 -1.3 2.2 -0.049
H 11.64245 -8.13223 -1.67786 -0.8 0.0 -0.3 0.036
H 11.58305 -8.20735 0.06623 -0.1 0.5 -0.1 0.082
H 12.67838 -7.09453 -0.86019 0.4 -0.2 0.6 0.068
H 10.93277 -5.84979 -1.36334 0.4 1.6 -2.0 0.027
```
Positions in Å, forces in eV/Å.


No. 2
A 16-piece molecular cluster, C20H72N16O16 overall in a non-equilibrium geometry. Source: OMol25; level of theory: ωB97M-V with the def2-TZVPD basis set.

Results
- frontier orbital gap (Eh) = 0.27895
- charge = 0
- E_HOMO (Ha) = -0.303
- ΔE to the lowest compared entry with this formula, charge and spin (kJ/mol) = 312.8
- calculated total energy (Ha) = -2884.950976

XYZ file:
```
124
Properties=species:S:1:pos:R:3:forces:R:3:lowdin_charge:R:1
C 2.99135 -1.54905 3.81774 0.0 1.3 0.9 -0.070
C 2.33835 -1.34905 2.49474 2.2 -1.2 -0.7 -0.342
O 2.69635 -0.13405 1.89074 1.3 -0.2 1.4 -0.075
H 2.36535 -2.34605 4.23974 0.8 0.0 0.6 0.094
H 2.97735 -0.61505 4.45074 -0.4 -1.0 -0.4 0.094
H 4.04435 -1.76805 3.66174 0.0 -0.5 0.4 0.077
H 1.30535 -1.40605 2.66174 -1.7 -0.3 -0.4 0.067
H 2.76635 -2.24905 1.91474 -1.2 1.0 0.2 0.128
H 2.26835 -0.11205 1.05974 -0.9 0.5 -1.4 0.002
C 0.21935 1.03895 3.90174 0.0 1.3 2.3 -0.051
C -1.24965 1.42595 4.31574 1.4 0.4 -2.4 -0.196
O -2.01365 1.32795 3.06874 -1.4 -1.4 2.6 -0.126
H 0.58535 1.62795 3.06274 0.1 0.9 0.5 0.056
H 0.33535 0.10495 3.45774 -0.8 -2.1 -0.4 0.007
H 0.92135 0.98595 4.79374 -0.6 0.6 -1.1 0.104
H -1.33765 2.43795 4.69274 0.5 0.5 -0.2 0.099
H -1.65965 0.85095 5.13574 -0.3 -0.9 -0.6 0.091
H -1.68565 1.86495 2.36874 1.1 0.7 -0.6 -0.003
C 4.33635 3.78395 2.48974 -0.7 3.5 -0.6 -0.084
C 3.11435 2.87795 2.45574 3.8 0.3 0.1 -0.364
O 3.26635 2.05295 3.54574 1.3 1.1 1.4 -0.042
H 4.33235 4.40495 3.44874 0.5 -1.4 -0.8 0.099
H 4.05535 4.66595 1.80274 0.7 -1.1 0.2 0.069
H 5.33135 3.38095 2.17974 -0.9 0.1 0.6 0.081
H 3.14735 2.40295 1.47774 -0.6 -0.6 0.1 0.085
H 2.28835 3.45495 2.62774 -2.5 1.6 -0.3 0.083
H 2.88935 1.27495 3.26874 -1.4 -3.4 -0.5 -0.025
C -5.34765 2.27795 0.51874 3.2 0.6 1.2 -0.041
C -4.16665 1.39195 0.11674 -0.3 -0.6 -0.8 -0.304
O -3.66465 1.67095 -1.17926 -0.5 1.6 -0.5 -0.080
H -4.81165 3.20295 0.81474 -0.8 0.0 0.2 0.065
H -5.77365 1.83395 1.38574 -0.6 -0.1 0.8 0.066
H -6.08765 2.56495 -0.16526 -0.8 -0.2 -1.4 0.053
H -4.36965 0.33895 0.13874 -0.8 -0.7 0.0 0.092
H -3.28665 1.42495 0.72474 0.1 0.7 1.3 0.071
H -3.46865 0.81895 -1.51326 0.4 -1.3 -0.7 0.002
C 1.31935 0.04795 -5.21526 4.1 6.6 2.2 -0.597
O 1.82135 1.34295 -5.24026 -2.5 -6.2 -0.5 -0.109
N 1.54535 -0.73705 -4.18626 1.2 -1.1 3.1 0.157
N 0.62335 -0.51905 -6.12126 -1.9 0.2 -4.0 0.187
H 2.13735 -0.31405 -3.50026 0.2 0.5 0.5 0.045
H 1.52035 -1.75505 -4.10926 -0.3 0.6 -0.9 0.092
H 0.70235 -0.00705 -6.98026 -0.7 -0.3 -0.6 0.130
H 0.31335 -1.47205 -6.07926 0.1 0.0 -0.2 0.125
C -0.31665 -3.92305 0.78574 -0.9 2.1 5.9 -0.590
O -0.21365 -3.73105 2.12874 -0.3 -0.9 -5.6 -0.091
N 0.52335 -4.59105 0.09574 5.7 -4.2 0.7 0.198
N -1.12465 -3.28105 -0.02026 -3.5 1.0 0.8 0.138
H 1.23235 -5.01005 0.72574 -0.5 0.1 -1.0 0.148
H 0.47035 -5.01205 -0.82726 -0.5 0.4 0.5 0.104
H -1.97265 -2.90505 0.45274 0.1 -0.1 -0.5 0.076
H -1.28665 -3.64005 -0.98226 0.1 0.2 1.2 0.061
C 3.13035 2.42895 -2.23826 -3.8 -5.6 -4.4 -0.583
O 2.65735 1.10695 -2.36226 2.4 6.4 1.4 -0.124
N 3.89835 2.83395 -1.33326 4.7 -1.9 6.3 0.184
N 2.82035 3.38395 -3.07426 -1.8 -0.2 -3.9 0.180
H 4.25135 1.99195 -0.87926 0.2 0.5 0.7 0.152
H 4.53935 3.61495 -1.24626 -0.6 0.1 -0.7 0.159
H 2.39935 2.87695 -3.90926 0.8 1.3 0.2 0.123
H 3.34135 4.28395 -3.14226 -0.8 -1.4 0.0 0.165
C -2.31965 -2.03105 4.24174 -2.5 6.6 4.3 -0.607
O -2.91465 -1.31205 5.22574 2.6 -3.6 -4.5 -0.081
N -1.90265 -1.51905 3.09574 0.7 4.0 -1.4 0.140
N -2.09965 -3.28005 4.22574 -1.8 -5.6 5.4 0.153
H -2.00465 -0.51005 2.97274 -0.2 0.2 0.1 0.083
H -1.18465 -1.86105 2.47074 0.2 -0.8 0.7 0.084
H -2.28565 -3.80805 5.10274 0.2 0.8 -1.0 0.163
H -1.47065 -3.69205 3.63674 2.1 -1.0 -2.2 0.037
C -4.15265 -3.52105 1.18874 -4.7 -2.3 -4.7 -0.602
O -5.02165 -3.96605 0.23874 4.0 2.4 3.6 -0.131
N -3.99165 -4.28105 2.24774 -0.7 -3.2 2.4 0.158
N -3.42065 -2.41905 1.16374 0.0 0.3 0.0 0.152
H -4.58965 -5.12605 2.31074 0.6 1.2 -0.4 0.133
H -3.44165 -4.10605 3.08674 -0.2 0.5 -0.7 0.066
H -3.43065 -1.79005 0.40474 -0.5 0.7 -1.1 0.052
H -2.89465 -2.12205 1.98774 -0.6 0.1 0.0 0.041
C -2.53965 -1.02005 -2.65226 -4.4 -2.4 4.3 -0.639
O -3.20765 -1.40205 -1.52326 3.2 2.1 -5.1 -0.070
N -3.15565 -0.89605 -3.81126 -3.9 1.9 -4.6 0.151
N -1.26365 -1.04705 -2.81426 5.3 0.1 1.2 0.125
H -4.18765 -0.91705 -3.84426 0.9 -0.2 0.7 0.132
H -2.87665 -0.33805 -4.70026 0.3 -1.3 2.7 0.164
H -0.56265 -1.03905 -1.97826 -1.3 0.0 -1.2 0.062
H -0.77265 -0.95705 -3.70626 -0.9 0.4 0.3 0.099
C -0.36865 -4.55005 -2.89326 0.1 -8.5 -6.4 -0.647
O -0.43265 -5.82505 -3.50926 0.6 6.2 3.9 -0.136
N 0.75035 -3.87205 -2.91126 4.0 1.8 0.4 0.145
N -1.40865 -3.88305 -2.55526 -5.5 0.4 0.4 0.134
H 1.60735 -4.33005 -3.29826 -1.4 0.6 0.8 0.152
H 0.83035 -3.00605 -2.32026 0.1 -1.4 -0.9 0.100
H -2.35865 -4.40205 -2.59326 2.2 1.4 -0.1 0.215
H -1.37065 -2.83905 -2.64326 -0.4 -1.0 0.0 0.083
C 0.02835 -0.14505 -0.09326 -8.6 1.3 3.7 -0.568
O -1.18965 0.08495 0.47574 5.8 -1.3 -2.5 -0.024
N 1.01235 0.67795 -0.06926 2.9 2.3 -0.8 0.201
N 0.29335 -1.25905 -0.74626 -2.3 -1.9 0.1 0.129
H 0.84635 1.58695 0.27974 -0.4 1.0 0.5 0.091
H 1.68335 0.61795 -0.85526 -0.2 0.3 0.4 0.091
H -0.28865 -2.06005 -0.33326 0.5 0.6 -0.6 0.069
H 1.24035 -1.38005 -0.77426 2.9 -1.0 -0.3 0.027
C 3.76735 -1.73705 -1.83226 2.5 2.2 -2.5 -0.186
O 2.95435 -1.66605 -0.75526 -0.8 -1.0 2.1 -0.122
H 4.29235 -0.72105 -1.90126 -0.7 -1.4 -0.8 0.109
H 3.38835 -2.08905 -2.80726 -0.8 0.7 0.5 0.080
H 4.52135 -2.45005 -1.70726 1.5 -1.2 0.6 0.067
H 3.52135 -1.98605 -0.03226 -0.9 0.3 0.2 0.107
C -0.80365 2.25495 -2.75526 0.8 3.0 1.7 -0.125
O -0.01665 3.03095 -3.63926 -2.0 0.4 -1.5 -0.110
H -0.28165 1.42395 -2.44626 1.1 -2.2 0.6 0.020
H -1.76765 2.00195 -3.11126 -0.7 -0.1 -1.1 0.062
H -1.01765 2.83995 -1.82226 0.1 -0.4 -0.5 0.093
H 0.89735 3.17795 -3.45426 0.0 -0.4 1.1 -0.012
C -1.91265 4.04695 1.19374 -2.3 2.0 0.0 -0.176
O -0.81665 3.23195 1.41174 1.4 0.1 -0.9 -0.150
H -2.60965 4.04395 2.08874 0.9 -0.1 -0.9 0.104
H -2.57865 3.79395 0.30574 1.1 0.0 0.8 0.088
H -1.53565 5.10295 1.06474 -0.7 -0.7 0.1 0.090
H -0.12465 3.62295 0.82574 -0.3 -1.1 0.8 0.056
C 1.74035 5.12595 -0.38026 0.0 1.1 -0.7 -0.139
O 1.64135 3.79295 0.03874 -0.8 0.0 1.0 -0.175
H 1.04135 5.78995 0.20574 1.0 -0.8 -0.3 0.104
H 1.35835 5.12895 -1.42426 0.5 0.6 0.3 0.080
H 2.82035 5.49195 -0.29326 -1.5 -0.2 -0.2 0.095
H 2.35335 3.31495 -0.37326 0.3 -0.3 0.0 0.002
```
Positions in Å, forces in eV/Å.